[1]
Molecular formula: C4H10N2O
Method: DFT, ωB97M-V/def2-TZVPD

The HOMO energy comes out at -8.6 eV. For the total energy, the calculation gives -343.00027 Ha. The lowest unoccupied orbital energy comes out at 0.5230 eV. Its charge is 0. The energy relative to the best compared isomer or geometry (same formula, charge and spin) is 528.2 kJ/mol.

Atoms and positions in Å:
C  -1.674  1.282  0.059
C  -1.017  -0.787  -0.297
O  -2.027  1.349  1.271
H  -0.973  0.849  1.976
H  -2.424  1.088  -0.710
H  -0.797  1.848  -0.283
H  -0.411  -1.671  -0.097
H  -1.987  -1.037  0.125
H  -1.008  -0.656  -1.377
C  1.869  -0.496  -1.009
N  1.645  -0.398  0.430
C  0.469  -0.086  1.014
N  0.078  0.359  2.065
H  2.430  -0.058  0.970
H  2.943  -0.575  -1.172
H  1.395  -1.387  -1.418
H  1.491  0.377  -1.548

=====

[2]
Molecular formula: C3H3FNO2
Method: DFT, ωB97M-V/def2-TZVPD

The HOMO energy comes out at -2.6 eV. For the total energy, the calculation gives -421.21956 Ha. The lowest unoccupied orbital energy comes out at 4.0281 eV. Its charge is -1. The energy relative to the best compared isomer or geometry (same formula, charge and spin) is 70.0 kJ/mol.

Atoms and positions in Å:
C  0.502  0.336  0.814
C  -0.772  -1.185  -1.118
C  -0.469  0.915  -0.039
N  1.809  0.445  0.758
O  -0.237  -1.025  -2.147
O  -1.316  -1.877  -0.288
F  -0.213  1.941  -1.016
H  0.024  -0.491  1.341
H  -1.589  0.977  0.178
H  2.262  -0.035  1.518

=====

[3]
Molecular formula: C27H35BaF2N8O4S3
Method: DFT, ωB97M-V/def2-TZVPD

The HOMO energy comes out at -4.2 eV. For the total energy, the calculation gives -3208.73409 Ha. The lowest unoccupied orbital energy comes out at 2.3106 eV. Its charge is -1. The energy relative to the best compared isomer or geometry (same formula, charge and spin) is 5.8 kJ/mol.

Atoms and positions in Å:
Ba  -1.147  -1.247  -0.424
N  3.791  0.827  4.656
C  3.496  0.272  3.404
C  2.338  0.646  2.722
C  2.046  0.094  1.487
C  2.911  -0.823  0.911
C  4.082  -1.170  1.561
C  4.374  -0.626  2.801
S  2.407  -1.721  -0.537
O  3.551  -2.431  -1.040
O  1.287  -2.526  -0.057
N  1.736  -0.685  -1.553
C  2.527  0.245  -2.158
N  1.935  0.928  -3.164
C  2.662  1.846  -3.777
C  3.973  2.132  -3.433
C  4.483  1.392  -2.377
N  3.789  0.468  -1.735
H  2.974  1.148  5.155
H  4.360  0.235  5.240
H  1.641  1.342  3.176
H  1.125  0.378  0.995
H  4.750  -1.883  1.097
H  5.286  -0.908  3.315
H  2.171  2.384  -4.583
H  4.554  2.884  -3.945
H  5.496  1.553  -2.017
C  -1.305  2.913  -3.550
O  -1.682  3.248  -2.227
C  -0.574  3.528  -1.401
C  0.126  2.291  -0.865
O  -0.616  1.558  0.096
C  -0.878  2.260  1.299
H  -0.862  3.784  -4.052
H  -2.209  2.614  -4.078
H  -0.592  2.085  -3.580
H  -0.947  4.146  -0.582
H  0.174  4.124  -1.948
H  1.093  2.588  -0.430
H  0.324  1.600  -1.681
H  0.026  2.786  1.635
H  -1.180  1.519  2.037
H  -1.689  2.982  1.172
N  -4.051  0.966  1.423
C  -4.263  1.040  0.095
N  -3.527  0.437  -0.795
C  -3.950  0.733  -2.073
C  -5.015  1.561  -2.172
S  -5.541  2.020  -0.588
C  -3.231  0.117  -3.193
C  -3.765  -0.210  -4.392
S  -2.572  -0.965  -5.375
C  -1.437  -0.833  -4.070
N  -1.906  -0.234  -3.013
N  -0.144  -1.249  -4.229
H  -3.340  0.277  1.758
H  -4.807  1.204  2.040
H  -5.485  1.947  -3.059
H  -4.793  -0.129  -4.698
H  -0.056  -2.207  -4.537
H  0.450  -1.066  -3.422
F  -1.176  -3.400  -2.507
C  -2.471  -3.362  -1.810
F  -3.365  -3.018  -2.862
H  -2.689  -4.432  -1.665
C  0.037  -1.548  5.140
C  -0.417  -2.416  3.956
C  0.822  -3.003  3.272
C  -1.300  -3.560  4.475
C  -1.207  -1.586  3.022
C  -1.925  -0.885  2.315
H  0.608  -2.148  5.855
H  -0.823  -1.112  5.652
H  0.674  -0.737  4.781
H  1.344  -3.672  3.962
H  1.511  -2.212  2.972
H  0.560  -3.565  2.375
H  -0.746  -4.172  5.194
H  -1.619  -4.197  3.649
H  -2.192  -3.164  4.961

=====

What did the third record say?
Molecular formula: C27H35BaF2N8O4S3
Method: DFT, ωB97M-V/def2-TZVPD

The HOMO energy comes out at -4.2 eV. For the total energy, the calculation gives -3208.73409 Ha. The lowest unoccupied orbital energy comes out at 2.3106 eV. Its charge is -1. The energy relative to the best compared isomer or geometry (same formula, charge and spin) is 5.8 kJ/mol.

Atoms and positions in Å:
Ba  -1.147  -1.247  -0.424
N  3.791  0.827  4.656
C  3.496  0.272  3.404
C  2.338  0.646  2.722
C  2.046  0.094  1.487
C  2.911  -0.823  0.911
C  4.082  -1.170  1.561
C  4.374  -0.626  2.801
S  2.407  -1.721  -0.537
O  3.551  -2.431  -1.040
O  1.287  -2.526  -0.057
N  1.736  -0.685  -1.553
C  2.527  0.245  -2.158
N  1.935  0.928  -3.164
C  2.662  1.846  -3.777
C  3.973  2.132  -3.433
C  4.483  1.392  -2.377
N  3.789  0.468  -1.735
H  2.974  1.148  5.155
H  4.360  0.235  5.240
H  1.641  1.342  3.176
H  1.125  0.378  0.995
H  4.750  -1.883  1.097
H  5.286  -0.908  3.315
H  2.171  2.384  -4.583
H  4.554  2.884  -3.945
H  5.496  1.553  -2.017
C  -1.305  2.913  -3.550
O  -1.682  3.248  -2.227
C  -0.574  3.528  -1.401
C  0.126  2.291  -0.865
O  -0.616  1.558  0.096
C  -0.878  2.260  1.299
H  -0.862  3.784  -4.052
H  -2.209  2.614  -4.078
H  -0.592  2.085  -3.580
H  -0.947  4.146  -0.582
H  0.174  4.124  -1.948
H  1.093  2.588  -0.430
H  0.324  1.600  -1.681
H  0.026  2.786  1.635
H  -1.180  1.519  2.037
H  -1.689  2.982  1.172
N  -4.051  0.966  1.423
C  -4.263  1.040  0.095
N  -3.527  0.437  -0.795
C  -3.950  0.733  -2.073
C  -5.015  1.561  -2.172
S  -5.541  2.020  -0.588
C  -3.231  0.117  -3.193
C  -3.765  -0.210  -4.392
S  -2.572  -0.965  -5.375
C  -1.437  -0.833  -4.070
N  -1.906  -0.234  -3.013
N  -0.144  -1.249  -4.229
H  -3.340  0.277  1.758
H  -4.807  1.204  2.040
H  -5.485  1.947  -3.059
H  -4.793  -0.129  -4.698
H  -0.056  -2.207  -4.537
H  0.450  -1.066  -3.422
F  -1.176  -3.400  -2.507
C  -2.471  -3.362  -1.810
F  -3.365  -3.018  -2.862
H  -2.689  -4.432  -1.665
C  0.037  -1.548  5.140
C  -0.417  -2.416  3.956
C  0.822  -3.003  3.272
C  -1.300  -3.560  4.475
C  -1.207  -1.586  3.022
C  -1.925  -0.885  2.315
H  0.608  -2.148  5.855
H  -0.823  -1.112  5.652
H  0.674  -0.737  4.781
H  1.344  -3.672  3.962
H  1.511  -2.212  2.972
H  0.560  -3.565  2.375
H  -0.746  -4.172  5.194
H  -1.619  -4.197  3.649
H  -2.192  -3.164  4.961

=====

Question: Among the records above, which one has the highest energy relative to the best compared isomer or geometry (same formula, charge and spin)?
Answer: C4H10N2O

=====

Question: Which value of HOMO energy does entry 3 give?
Answer: -4.2 eV